# 1
DFT (ωB97M-V with the def2-TZVPD basis set) results for a cluster of 2 separate species, C2H7N3O2 in total at a distorted geometry.

```
14
C2H7N3O2 ωB97M-V with the def2-TZVPD basis set
C -0.758 0.481 1.127
N 0.850 -1.446 -0.135
H 0.112 -1.616 -0.890
N -1.381 0.261 0.013
N 1.487 0.538 -1.109
O -1.385 1.288 -0.980
H -0.369 1.391 1.494
H 0.446 -1.707 0.857
C 1.359 -0.147 -0.095
H -0.786 -0.402 1.886
H 1.780 1.517 -1.019
O -1.936 -0.804 -0.322
H 1.819 -0.075 0.918
H -1.238 0.721 -1.747
```

* maximum force: 0.073 hartree/bohr
* net charge: 0
* HOMO-LUMO gap: 9.91 eV
* total energy: -10748.0406 eV



# 2
DFT (ωB97M-V with the def2-TZVPD basis set) results for an isolated molecule of C2H7N3OS at a distorted geometry.

```
14
C2H7N3OS ωB97M-V with the def2-TZVPD basis set
C 0.013 0.430 0.264
H 0.270 -1.999 -1.001
H -1.506 -2.103 0.101
H -0.183 2.534 1.039
H 1.479 0.539 -1.053
S 0.344 2.403 -1.156
N 0.833 -0.164 -0.722
H -0.175 -2.059 1.126
N 0.437 1.818 0.623
C -1.086 -1.427 0.921
O 0.376 -1.069 -1.564
H 1.689 2.837 -1.257
N -0.805 -0.124 0.947
H -1.686 -1.615 1.733
```

* maximum force: 0.118 hartree/bohr
* net charge: 0
* HOMO-LUMO gap: 9.19 eV
* total energy: -19535.3959 eV



# 3
DFT (ωB97M-V with the def2-TZVPD basis set) results for an isolated molecule of C2H7N3S at a distorted geometry.

```
13
C2H7N3S ωB97M-V with the def2-TZVPD basis set
N -1.593 -0.999 0.360
S 3.089 -0.352 -0.027
H -1.036 -0.272 -1.542
C -1.070 0.145 -0.516
H 1.582 1.732 0.166
H 0.729 -1.259 -0.022
H -2.421 -1.214 -0.068
H 2.511 -0.398 1.395
C 0.317 0.690 -0.143
H -2.099 -0.547 1.306
N 0.572 1.842 0.212
N 1.298 -0.380 -0.584
H -1.879 1.011 -0.536
```

* maximum force: 0.103 hartree/bohr
* net charge: 0
* HOMO-LUMO gap: 10.03 eV
* total energy: -17489.9376 eV



# 4
DFT (ωB97M-V with the def2-TZVPD basis set) results for the ion C2H7N4O with charge +1 at a distorted geometry.

```
14
C2H7N4O ωB97M-V with the def2-TZVPD basis set
H -1.016 2.294 0.936
H 1.913 -0.519 1.149
O -1.837 -1.195 -0.015
N 0.455 -1.467 -0.072
H -2.155 1.812 -0.279
H 2.421 -0.755 -0.379
N -1.136 1.811 -0.013
H 1.255 1.380 -1.046
C -0.636 -0.607 0.037
N 1.050 0.906 -0.081
H 0.391 -1.980 -0.950
H -1.940 -1.901 0.584
C -0.346 0.685 -0.011
N 1.582 -0.464 0.141
```

* maximum force: 0.053 hartree/bohr
* net charge: +1
* HOMO-LUMO gap: 8.88 eV
* total energy: -10185.2103 eV



# 5
DFT (ωB97M-V with the def2-TZVPD basis set) results for a cluster of 2 separate species, C2H7N4O3 in total at a distorted geometry.

```
16
C2H7N4O3 ωB97M-V with the def2-TZVPD basis set
H 1.981 0.385 -1.111
O 0.102 2.565 0.045
O 1.987 2.757 -1.152
H 0.099 3.533 -0.191
H -0.380 -0.736 2.111
H -2.334 -0.033 -0.345
N -1.449 -0.184 0.224
H 0.893 -0.727 0.890
C -0.933 -2.338 -0.685
N -0.931 -1.461 0.264
N 1.084 0.756 -0.748
H -0.722 0.522 -0.073
O -1.113 -3.198 -1.447
C 0.087 -1.404 1.344
N 1.191 1.972 -0.702
H 0.439 -2.409 1.574
```

* maximum force: 0.077 hartree/bohr
* net charge: +1
* HOMO-LUMO gap: 9.72 eV
* total energy: -14277.0498 eV



# 6
DFT (ωB97M-V with the def2-TZVPD basis set) results for an isolated molecule of C2H7N5 at a distorted geometry.

```
14
C2H7N5 ωB97M-V with the def2-TZVPD basis set
N 0.249 0.908 -1.851
H -2.484 -0.679 -0.586
C -0.782 -0.491 0.570
H 0.847 0.893 0.153
H -1.337 -0.925 1.341
C -1.427 -0.325 -0.590
H 2.099 -0.564 1.678
N 0.517 -0.451 0.723
N -0.814 0.127 -1.735
N 1.142 -0.976 1.864
H -1.247 -0.270 -2.584
H 1.650 1.896 -0.944
H 0.885 -0.699 2.759
N 0.702 1.555 -0.800
```

* maximum force: 0.078 hartree/bohr
* net charge: 0
* HOMO-LUMO gap (spin up / spin down): 7.82 / 7.82 eV
* total energy: -9633.2665 eV



# 7
DFT (ωB97M-V with the def2-TZVPD basis set) results for an isolated molecule of C2H7N5O at a distorted geometry.

```
15
C2H7N5O ωB97M-V with the def2-TZVPD basis set
N -1.413 -0.019 0.171
H 1.449 -2.185 1.689
N 0.774 0.470 -0.564
N -0.754 2.277 -0.051
H -1.779 -1.750 -0.811
H -0.180 -3.302 -0.229
H -1.798 2.670 -0.154
H 0.058 2.775 -0.529
H 1.922 1.971 0.076
C -0.477 0.840 -0.122
O 1.604 1.639 -0.848
N -1.021 -1.296 -0.229
H 1.125 -0.140 0.167
C -0.189 -2.282 0.260
N 0.681 -1.667 1.173
```

* maximum force: 0.135 hartree/bohr
* net charge: 0
* HOMO-LUMO gap: 8.95 eV
* total energy: -11681.1038 eV



# 8
DFT (ωB97M-V with the def2-TZVPD basis set) results for a structure of composition C2H7N5O at a distorted geometry.

```
15
C2H7N5O ωB97M-V with the def2-TZVPD basis set
N 0.091 0.673 0.893
N -0.603 -0.479 -1.165
C 1.542 0.521 0.640
H 0.324 1.167 -1.628
O -1.873 -0.480 2.071
H 2.558 0.350 1.661
N -0.588 0.470 -2.272
H -1.873 -0.659 -1.222
H 0.100 0.630 1.987
N 1.856 0.956 -0.765
H 0.273 -0.992 -3.158
N -1.729 -0.825 0.762
C -0.740 -0.149 0.158
H 2.986 0.610 -0.576
H -2.324 -1.791 2.613
```

* maximum force: 0.214 hartree/bohr
* net charge: 0
* HOMO-LUMO gap: 6.97 eV
* total energy: -11669.1206 eV



# 9
DFT (ωB97M-V with the def2-TZVPD basis set) results for an isolated molecule of C2H7NO at a distorted geometry.

```
11
C2H7NO ωB97M-V with the def2-TZVPD basis set
H -2.642 -0.342 -0.782
C -0.453 0.594 -0.293
H 2.001 -1.105 0.447
N 1.494 -0.447 -0.244
O 0.601 0.408 0.506
H -0.762 1.590 -0.008
H 2.369 0.013 -0.484
H -0.360 0.695 -1.198
C -1.642 -0.475 0.088
H -1.255 -1.373 -0.248
H -2.043 -0.326 1.160
```

* maximum force: 0.225 hartree/bohr
* net charge: 0
* HOMO-LUMO gap: 10.67 eV
* total energy: -5720.8310 eV



# 10
DFT (ωB97M-V with the def2-TZVPD basis set) results for a cluster of 2 separate species, C2H7NO in total at a distorted geometry.

```
11
C2H7NO ωB97M-V with the def2-TZVPD basis set
H -1.148 1.267 0.872
H -0.399 0.221 -1.768
H -0.517 -1.026 1.600
H -0.530 -1.492 -0.287
O 1.701 -0.550 0.715
H 1.851 -1.053 -0.080
H 2.028 0.319 0.666
C -0.785 -0.791 0.614
N -0.706 0.841 -1.115
H -0.595 1.773 -1.421
C -0.900 0.491 0.203
```

* maximum force: 0.071 hartree/bohr
* net charge: 0
* HOMO-LUMO gap: 8.36 eV
* total energy: -5723.3287 eV



# 11
DFT (ωB97M-V with the def2-TZVPD basis set) results for a structure of composition C2H7NO at a distorted geometry.

```
11
C2H7NO ωB97M-V with the def2-TZVPD basis set
H 2.455 -0.076 1.604
C 1.342 -0.326 -0.171
H -2.091 0.708 -0.528
C 1.413 0.053 1.370
H 0.859 -0.605 2.026
O -2.598 0.260 -1.214
H 1.618 -1.378 -0.358
H -1.990 -0.449 -1.462
H 1.971 0.346 -0.779
N 0.053 0.000 0.008
H 1.231 1.104 1.601
```

* maximum force: 0.030 hartree/bohr
* net charge: 0
* HOMO-LUMO gap: 8.23 eV
* total energy: -5720.6842 eV



# 12
DFT (ωB97M-V with the def2-TZVPD basis set) results for a cluster of 2 separate species, C2H7NO in total at a distorted geometry.

```
11
C2H7NO ωB97M-V with the def2-TZVPD basis set
H -1.197 -2.096 0.013
H 1.665 1.816 -0.509
H -0.050 -0.861 -0.026
H -1.668 0.487 -0.948
H 2.871 0.517 1.067
H -0.038 1.302 0.247
C 1.110 1.303 0.285
N -1.086 -1.105 -0.008
H 1.388 -0.084 1.844
O -1.620 -0.505 -1.198
C 1.822 0.479 1.040
```

* maximum force: 0.062 hartree/bohr
* net charge: 0
* HOMO-LUMO gap: 10.24 eV
* total energy: -5721.8877 eV